No. 1
The following is a DFT calculation (ωB97M-V with the def2-TZVPD basis set) of a cluster of 19 separate species, C22H78F3O20 in total at a distorted geometry.

```
123
Properties=species:S:1:pos:R:3:forces:R:3
F 0.086 42.071 4.553 -0.5 0.0 -0.7
F -1.702 40.805 4.547 0.6 0.2 0.3
F -1.070 41.596 2.726 0.9 0.8 -0.7
O 0.753 40.087 7.010 2.0 1.6 0.8
O 0.479 35.986 7.212 0.6 -0.5 0.7
O -4.009 42.103 3.404 0.1 0.5 -0.5
O 5.150 40.024 1.293 0.0 0.8 -1.7
O 5.691 39.702 4.043 0.6 -0.9 -1.2
O -1.877 37.512 3.545 0.5 0.3 0.4
O -3.821 40.006 7.052 -0.6 0.0 0.4
O 2.563 42.710 3.170 1.0 1.3 -0.3
O -1.363 36.765 1.009 1.2 0.5 1.5
O 4.275 35.626 1.439 0.9 0.4 -0.3
O -2.781 39.683 -0.513 -0.1 0.3 -0.9
O -0.885 38.702 -2.260 0.6 -0.7 -2.1
O 2.040 35.364 -1.590 1.5 -1.2 -1.4
O 0.456 36.021 4.220 0.1 0.0 1.4
O 1.683 43.342 0.589 -0.6 0.3 -1.3
O 0.180 38.892 4.704 -0.2 1.3 -0.7
O 1.568 40.217 3.465 1.6 1.1 0.6
O 3.955 39.020 -1.058 0.0 -1.1 -1.7
O 2.465 40.811 -2.642 -0.9 -0.2 -1.4
O 2.198 37.609 5.914 1.0 -1.7 0.5
C 2.340 39.167 2.971 1.4 0.5 -2.9
C 4.766 37.842 -1.113 -0.2 0.4 -0.1
C -3.038 38.229 3.801 -2.2 0.0 -0.1
C 1.737 41.187 6.891 -2.2 -0.9 -0.1
C 0.010 38.886 -1.184 0.7 1.0 -0.9
C 1.534 35.773 -0.375 -0.2 0.9 0.4
C 6.839 38.808 3.927 -0.8 1.5 1.1
C -4.834 41.428 4.293 -1.3 -1.3 0.1
C 2.013 38.889 1.485 -0.4 1.6 1.0
C 1.087 36.028 2.983 0.2 -0.3 0.7
C -2.487 39.913 7.483 0.8 0.1 -1.5
C -2.363 40.041 0.768 -0.9 -1.6 1.5
C 3.691 42.399 3.975 -1.5 0.5 0.6
C 4.652 41.353 0.975 -0.1 0.3 1.6
C 0.721 42.337 0.315 1.7 -0.8 -0.2
C -2.504 36.599 0.283 -0.9 0.0 -1.7
C -0.565 41.116 3.841 -0.8 -1.2 2.2
C 3.481 38.138 5.995 0.9 -0.8 0.3
C 0.290 39.815 3.699 -2.1 -1.1 0.1
C 4.912 36.658 2.199 -0.4 -0.1 -0.3
C 3.420 41.810 -2.438 0.3 -0.2 2.0
C -0.125 37.132 7.724 -1.6 1.2 -2.3
H 0.948 41.896 -0.653 0.1 -0.1 -0.1
H -5.778 41.149 3.766 0.7 0.1 0.4
H 2.686 40.146 -1.991 0.1 -0.7 0.1
H 5.155 39.838 2.221 -0.1 0.4 1.1
H 0.239 39.939 -1.237 0.6 0.5 0.6
H -3.405 37.017 0.732 -0.1 -0.1 0.2
H 1.296 36.323 6.822 0.0 -0.3 -0.3
H 5.441 39.917 4.928 0.1 -0.1 0.9
H 3.406 39.464 3.014 -0.7 0.0 0.3
H 2.271 36.357 0.179 -0.2 0.1 0.1
H 0.489 37.822 8.264 0.6 0.1 0.7
H -0.484 38.669 -0.271 -0.3 -0.5 0.8
H 0.522 39.759 6.124 -0.2 -0.2 -0.5
H -2.389 37.083 -0.674 -0.1 0.4 -0.4
H 3.990 37.839 6.940 -0.6 0.6 -0.3
H 5.027 42.178 1.646 0.2 -1.1 -0.6
H -3.262 38.334 4.872 0.2 -0.2 0.0
H 4.947 41.577 -0.041 -0.1 -0.1 -0.1
H -0.341 38.847 -3.084 -1.2 -0.2 1.3
H 4.298 37.540 2.307 -0.4 0.3 -0.1
H 3.589 35.185 1.948 0.0 0.3 0.3
H 1.687 38.258 5.448 -1.5 0.8 -0.5
H 6.854 37.986 4.629 -0.2 0.0 0.4
H 1.894 43.246 1.503 0.6 0.2 1.2
H 0.870 35.064 2.538 0.2 -0.2 -0.3
H -5.079 42.028 5.158 -0.3 0.3 0.3
H 5.640 38.034 -0.549 1.2 0.2 0.7
H -3.022 40.704 1.344 -0.1 0.4 -1.0
H -1.369 40.399 0.780 1.1 0.7 0.0
H 1.929 42.044 3.344 -1.1 -1.3 0.3
H 3.122 42.221 -1.464 0.5 0.9 -0.1
H 2.196 36.149 3.124 -0.7 0.2 -0.5
H 4.460 43.046 3.611 0.7 0.3 0.2
H 2.583 38.102 1.138 1.8 -1.4 -0.8
H -1.036 36.887 8.244 -0.1 -0.4 0.6
H -4.313 40.544 4.690 -0.5 0.0 -0.2
H -4.026 39.082 7.012 -1.1 -0.5 -0.4
H -1.656 36.870 1.934 0.6 0.2 0.2
H 1.263 34.917 0.188 -0.5 -0.8 1.0
H 4.071 39.279 -0.163 0.1 0.7 1.5
H 3.562 41.411 1.134 0.3 -0.1 -0.5
H 2.485 41.063 6.112 -0.2 -0.2 -0.3
H 1.045 38.472 1.323 -1.1 0.2 0.1
H 4.296 36.999 -0.675 -0.8 -0.8 0.5
H 5.847 37.011 1.764 -0.2 -0.6 -0.6
H 2.242 38.250 3.477 -0.3 -0.9 1.1
H 0.575 36.778 2.407 0.6 0.5 -0.9
H 0.917 38.312 -1.296 0.3 -0.3 0.1
H 1.142 42.083 6.721 0.4 0.3 -0.2
H 3.295 39.177 5.861 1.0 1.3 0.4
H 4.395 41.318 -2.257 0.0 0.6 -0.6
H 6.779 38.395 2.962 0.1 -0.3 -1.2
H -1.137 38.003 4.021 -0.3 -0.7 -0.2
H -2.395 39.149 1.432 0.4 0.1 -0.4
H 0.804 41.562 1.071 -0.1 -0.4 0.0
H 0.704 36.835 4.708 -0.5 -0.8 -0.5
H 0.646 36.346 -0.583 -0.3 0.2 0.3
H -2.275 38.985 7.944 0.2 -1.2 0.4
H 7.719 39.427 4.022 0.5 -0.1 0.0
H 5.143 36.345 3.190 0.2 -0.5 1.0
H -0.076 39.424 2.751 -0.5 -0.4 -0.3
H 4.179 37.799 5.211 -0.4 -0.1 -0.2
H 5.094 37.522 -2.083 -0.3 0.5 -0.9
H -0.493 37.757 6.848 0.3 -0.4 0.8
H 2.722 34.702 -1.369 -0.3 0.5 -0.5
H -2.018 39.346 -1.033 -1.2 0.5 0.3
H -1.839 40.030 6.617 0.3 0.0 0.2
H -3.018 39.232 3.405 0.1 0.4 -0.2
H 3.412 42.607 5.044 0.7 -0.1 -0.8
H -2.252 40.631 8.198 0.3 1.6 1.1
H -2.607 35.563 0.033 -0.7 -1.0 0.0
H -3.969 37.777 3.324 1.3 0.0 0.5
H 3.437 42.601 -3.182 -0.1 -0.3 -0.3
H 3.949 41.358 3.840 0.3 -0.2 0.1
H -0.282 42.644 0.286 -1.4 0.9 0.1
H 2.265 41.322 7.811 0.2 -0.3 0.8
H 2.156 39.778 0.859 -0.1 -0.2 0.1
H -3.230 42.186 3.939 1.0 0.4 -0.2
```
Positions in Å, forces in eV/Å.

Results
* energy relative to the best compared isomer or geometry (same formula, charge and spin): 0.000 eV
* charge: -1
* gap between HOMO and LUMO: 8.7 eV
* HOMO energy: -6.782 eV
* LUMO: 0.0714 Ha
* multiplicity: 1

***

No. 2
The following is a DFT calculation (ωB97M-V with the def2-TZVPD basis set) of an isolated molecule of C5H10O at a distorted geometry.

```
16
Properties=species:S:1:pos:R:3:forces:R:3
O 1.050 1.314 -0.980 0.3 0.0 -0.1
C -2.073 0.420 0.157 -0.1 0.1 0.0
C 1.537 -0.974 0.017 0.0 -0.3 -0.4
C 1.363 0.545 0.152 0.7 -1.1 -0.4
C -0.945 -0.511 -0.262 -0.1 0.0 0.0
C 0.295 -0.387 0.601 -0.2 -0.1 0.2
H -2.962 0.259 -0.461 0.1 0.1 0.1
H -1.766 1.465 0.054 -0.1 -0.1 0.0
H 2.225 -1.461 0.714 0.0 0.3 -0.4
H 1.572 -1.314 -1.005 -0.4 -0.5 -0.1
H 2.285 0.711 0.669 -0.3 1.7 1.0
H -0.682 -0.335 -1.311 0.0 0.0 0.2
H 0.120 -0.518 1.666 0.0 0.0 -0.1
H -2.352 0.245 1.202 0.0 0.1 -0.1
H 1.604 2.099 -1.019 0.0 -0.2 0.1
H -1.271 -1.557 -0.196 0.0 0.2 0.0
```
Positions in Å, forces in eV/Å.

Results
* SMILES: CC[C@H]1C[C@H]1O
* energy relative to the best compared isomer or geometry (same formula, charge and spin): 1.790 eV
* charge: 0
* gap between HOMO and LUMO: 9.8 eV
* HOMO energy: -8.902 eV
* LUMO: 0.0323 Ha
* multiplicity: 1

***

No. 3
The following is a DFT calculation (ωB97M-V with the def2-TZVPD basis set) of an isolated molecule of C3H7ClN2O at a distorted geometry.

```
14
Properties=species:S:1:pos:R:3:forces:R:3
Cl -2.728 -0.603 -0.150 -0.1 0.7 0.0
O 1.467 -0.859 -0.834 -1.0 -0.3 0.0
N 0.893 -1.586 0.236 1.1 -1.1 -0.2
N 0.754 1.364 -0.005 1.5 -1.1 1.6
C -0.362 0.521 0.538 1.2 -0.7 0.7
C -1.281 0.419 -0.607 -0.9 -1.6 -2.7
C 0.060 -0.920 0.901 0.4 2.0 -0.6
H 1.486 0.652 -0.381 -1.8 2.1 0.7
H -0.274 -1.379 1.798 -0.5 -0.6 0.5
H 1.222 1.730 0.835 -0.2 0.3 -0.5
H -0.903 -0.241 -1.499 -0.1 1.6 1.8
H -0.865 0.929 1.464 0.5 0.1 -1.2
H -1.485 1.430 -0.987 -0.6 -0.5 0.2
H 2.018 -1.458 -1.309 0.5 -1.1 -0.2
```
Positions in Å, forces in eV/Å.

Results
* SMILES: N[C@H](/C=N\O)CCl
* energy relative to the best compared isomer or geometry (same formula, charge and spin): 2.131 eV
* charge: 0
* gap between HOMO and LUMO: 10.3 eV
* HOMO energy: -9.653 eV
* LUMO: 0.0255 Ha
* multiplicity: 1

***

No. 4
The following is a DFT calculation (ωB97M-V with the def2-TZVPD basis set) of a structure of composition C2H4N2S2 at a distorted geometry.

```
10
Properties=species:S:1:pos:R:3:forces:R:3
S -1.972 -0.962 0.060 0.2 2.1 -0.3
S -0.338 1.682 -0.143 0.2 -2.0 0.4
N 0.757 0.718 0.878 -4.0 -4.1 0.9
N 1.719 -1.016 -0.794 1.3 2.5 -1.7
C -1.759 0.616 -0.406 2.8 -1.5 1.5
C 1.255 -0.670 0.322 -2.0 0.4 1.1
H 0.828 -1.438 1.296 2.1 1.6 -3.3
H -0.156 0.047 1.485 3.0 3.0 -1.6
H 2.046 -0.180 -1.703 -1.8 -2.8 4.1
H -2.380 1.203 -0.993 -1.8 0.8 -1.1
```
Positions in Å, forces in eV/Å.

Results
* energy relative to the best compared isomer or geometry (same formula, charge and spin): 5.152 eV
* charge: 0
* gap between HOMO and LUMO: 8.5 eV
* HOMO energy: -9.180 eV
* LUMO: -0.0265 Ha
* multiplicity: 1